20
Properties=species:S:1:pos:R:3 method="wB97M-V/def2-TZVPD" charge=+1
C 1.74952 1.12992 -2.30714
N 1.17003 0.91940 -0.99100
C 0.39917 -0.12426 -0.79854
N -0.30842 -0.30732 0.28485
H 1.13511 1.82621 -2.89801
H 1.63403 0.27710 -2.97811
H 2.79640 1.41051 -2.31782
H 1.25173 1.67266 -0.31721
H 0.33269 -0.82083 -1.62109
H -0.17772 0.30230 1.05976
H -0.84375 -1.17185 0.32459
H -0.85517 2.70637 1.28045
H 0.61130 3.03670 1.72045
O 0.07186 2.65285 1.01512
H -2.87520 -2.39218 -0.82582
H -2.46300 -2.26472 0.70448
O -2.16461 -2.44858 -0.21785
H 0.18374 -2.48668 2.85428
H -1.05226 -1.91947 3.43352
O -0.59544 -1.99816 2.59509

***

26
Properties=species:S:1:pos:R:3 method="wB97M-V/def2-TZVPD" charge=0 smiles="CCOP(=O)(OCC)C1=N[C@@H]1C"
C 0.63778 0.92553 -0.07067
C 0.83680 2.31480 -0.50907
C 0.36307 2.75357 -1.87443
C 1.08532 -0.14874 3.60453
C -1.29826 -2.27516 -2.32775
C 0.14171 -0.70826 2.55368
C -1.58717 -1.09176 -1.42105
N -0.15863 2.00375 0.53264
O 1.54492 -1.49151 -0.97057
O 0.91534 -1.25296 1.47680
O -0.93141 -1.21942 -0.16448
P 0.63121 -0.86958 -0.02393
H 1.73634 2.83217 -0.17199
H -0.43458 2.10233 -2.23207
H 1.19087 2.71985 -2.58034
H -0.01781 3.77321 -1.82909
H 1.79335 -0.91298 3.91396
H 1.63732 0.69534 3.19978
H 0.51649 0.18283 4.46856
H -0.23586 -2.32100 -2.55017
H -1.58884 -3.19607 -1.82865
H -1.86024 -2.17743 -3.25283
H -0.52056 0.07472 2.17899
H -0.45963 -1.52422 2.96243
H -2.65483 -1.03451 -1.18383
H -1.28268 -0.15452 -1.90046

***

22
Properties=species:S:1:pos:R:3 method="wB97M-V/def2-TZVPD" charge=+1
C 1.46357 -0.59546 -0.69979
N 2.00078 -1.89995 -0.28273
C 0.34451 0.12881 0.18671
N -0.45195 0.90508 -0.83008
C -1.79139 1.45415 -0.34355
C 0.93694 1.08019 1.16749
H 2.28683 0.18676 -0.93094
H 1.01609 -0.70852 -1.75850
H 2.93852 -1.67176 0.04269
H 2.10287 -2.61125 -0.98814
H -0.29346 -0.69157 0.62788
H 0.12680 1.55157 -1.33959
H -0.83179 0.21921 -1.57165
H -1.68344 1.54162 0.76962
H -1.95379 2.21018 -1.02392
H -2.61417 0.84837 -0.66296
H 1.75831 0.71953 1.76515
H 1.34628 1.99034 0.67796
H 0.13233 1.21322 1.88407
H -2.23408 -2.26607 0.33169
H -2.38750 -1.98647 1.93444
O -2.21224 -1.61799 1.04412

***

62
Properties=species:S:1:pos:R:3 method="wB97M-V/def2-TZVPD" charge=-2
Na -2.00570 -1.10798 -1.93795
C 2.08782 -0.19420 -1.18377
C 1.34080 -1.17108 -0.27408
C 2.13377 -1.42088 1.00822
C 1.10990 -2.48249 -1.01963
O 0.03847 -0.66874 0.01164
Si -0.51118 0.50660 1.05242
S -2.38824 1.10900 0.58957
O 0.71080 1.64763 1.01204
C 0.99682 2.74466 1.85821
C 1.55778 3.84043 0.95557
C -0.23521 3.26682 2.59655
C 2.05520 2.29347 2.86953
O -0.28419 -0.08290 2.62064
C -1.08999 -0.99780 3.35492
C -0.17206 -1.57874 4.43128
C -2.24713 -0.24905 4.01320
C -1.62309 -2.12022 2.46474
H 3.02799 -0.63830 -1.52682
H 2.29332 0.73642 -0.65279
H 1.45269 0.03279 -2.04461
H 3.12865 -1.80423 0.76180
H 1.62064 -2.15293 1.63751
H 2.23784 -0.49473 1.57789
H 2.06152 -2.97003 -1.25040
H 0.57789 -2.27992 -1.95247
H 0.49472 -3.15692 -0.41839
H 0.78808 4.15790 0.24890
H 2.40434 3.44767 0.38715
H 1.88921 4.70309 1.54212
H -1.02231 3.51945 1.88456
H 0.03458 4.14872 3.18633
H -0.63383 2.49586 3.26055
H 2.95584 1.96731 2.34133
H 1.65993 1.44926 3.43903
H 2.31795 3.10626 3.55470
H 0.23140 -0.77193 5.04926
H 0.66171 -2.10593 3.96094
H -0.72008 -2.27805 5.07017
H -1.85813 0.50551 4.70517
H -2.88261 -0.94679 4.56836
H -2.83598 0.25195 3.24319
H -0.80081 -2.59730 1.92524
H -2.32065 -1.72879 1.72094
H -2.13406 -2.87564 3.06915
O -0.59153 -0.42280 -3.25882
N -0.36325 0.23646 -4.35359
C 0.84119 0.08635 -4.94943
C 1.19254 0.74728 -6.09809
C 0.25544 1.61361 -6.66927
C -0.96909 1.76298 -6.06755
C -1.34108 1.07274 -4.88455
S -2.84531 1.23001 -4.13470
H 1.49789 -0.59744 -4.43225
H 2.17065 0.58813 -6.52929
H 0.49219 2.16008 -7.57496
H -1.71941 2.42368 -6.47736
O -2.07055 -4.73717 -1.51177
Cl -2.94921 -3.60178 -1.65498
O -4.32343 -4.03125 -1.60064
O -2.69029 -2.64727 -0.59259
O -2.69114 -2.93889 -2.92202

***

Results for energy above the lowest of the compared OMol25 structures with the same formula, charge and spin: 5.5 71.3 53.7 2.1 (in kcal per mole, following the order of the records).
Results for E_HOMO: -14.198 -10.178 -13.224 -1.763 (in eV, following the order of the records).
Results for electronic energy: -419.0197 -896.9309 -345.8601 -3031.4641 (in Ha, following the order of the records).